ORCA calculation (ωB97M-V with the def2-TZVPD basis set) on the molecule C6H12O.

Each line ends with the Mulliken charge.
Atoms and positions in Å:
C1 -2.00 0.45 0.02  -1.545
C2 -0.88 -0.45 -0.41  -0.017
O1 -0.65 -0.25 -1.83  -0.486
C3 1.00 -0.57 -1.38  -0.945
C4 0.57 -0.18 0.04  1.938
C5 1.06 -1.04 1.19  -1.508
C6 0.82 1.31 0.33  -1.919
H1 -2.92 0.13 -0.47  0.411
H2 -2.14 0.38 1.10  0.339
H3 -1.79 1.48 -0.26  0.316
H4 -1.12 -1.50 -0.20  0.322
H5 1.64 0.18 -1.87  0.214
H6 0.21 -1.24 -1.99  0.517
H7 0.92 -2.11 0.97  0.404
H8 0.49 -0.81 2.11  0.338
H9 2.12 -0.87 1.41  0.382
H10 0.30 1.63 1.24  0.349
H11 0.48 1.95 -0.49  0.435
H12 1.89 1.50 0.49  0.457

Properties
DFT total energy = -310.91140 a.u.
Gap between HOMO and LUMO = 9.9 eV
ΔE to the lowest compared entry with this formula, charge and spin = 92.8 kcal per mole